Entry 1:
{
  "formula": "C3H9NO2",
  "method": "the ωB97M-V functional and the def2-TZVPD basis",
  "species": ["C", "C", "C", "H", "H", "H", "H", "H", "H", "H", "H", "H", "N", "O", "O"],
  "positions_angstrom": [[1.274873, -0.654001, 0.552508], [-0.085062, 0.024514, 0.123048], [-2.590757, -0.271775, 0.260462], [3.012660, 1.977242, -1.856764], [1.609874, 1.946714, -0.854528], [1.386003, -1.772190, 0.971304], [1.786008, 0.157313, 0.909635], [1.724949, -0.794617, -0.534655], [-0.964091, -1.680221, 0.667004], [-2.560229, 0.717414, -0.171693], [-3.384753, -1.037787, 0.088953], [-2.696979, -0.098493, 1.454888], [-1.156109, -0.845663, 0.243122], [2.526450, 1.203472, -1.436875], [0.117163, 1.128077, -0.416409]],
  "forces_ev_per_a": [[-1.2, -3.7, -4.0], [2.7, -2.1, -0.2], [1.7, -1.4, 4.7], [-0.5, -1.6, 0.5], [3.6, -4.1, -2.4], [-0.6, 2.9, -0.2], [1.9, 1.3, 1.6], [-0.6, 0.3, 2.1], [0.4, -2.2, 1.4], [-0.4, -0.2, -0.6], [0.8, 0.9, -0.8], [-0.3, 0.0, -2.6], [-1.8, 5.4, -2.5], [-2.6, 5.4, 1.6], [-3.0, -1.1, 1.3]],
  "e_homo_ev": -9.84,
  "e_tot_ha": -324.8307
}



Entry 2:
{
  "formula": "C36H44FIN9O10Tl",
  "method": "the ωB97M-V functional and the def2-TZVPD basis",
  "species": ["Tl", "C", "C", "N", "C", "C", "N", "C", "C", "C", "N", "C", "C", "N", "C", "H", "H", "H", "H", "H", "H", "H", "H", "H", "H", "H", "H", "H", "H", "H", "H", "H", "H", "H", "H", "H", "H", "H", "H", "C", "C", "C", "C", "C", "C", "C", "F", "C", "C", "C", "O", "C", "C", "N", "C", "C", "O", "O", "H", "H", "H", "H", "H", "H", "H", "H", "H", "H", "H", "O", "C", "O", "C", "C", "C", "C", "C", "C", "O", "N", "O", "O", "N", "O", "O", "H", "H", "N", "H", "H", "H", "I", "C", "C", "C", "C", "N", "C", "H", "H", "H", "H"],
  "positions_angstrom": [[-1.223765, -0.698806, 1.424806], [3.368779, -3.931049, 0.516274], [2.893684, -2.568658, 1.033751], [1.900274, -1.962155, 0.164059], [2.401411, -1.533898, -1.126643], [1.374874, -0.656918, -1.840253], [0.056336, -1.262221, -1.880973], [-0.096883, -2.315816, -2.855377], [-1.470826, -2.983828, -2.789800], [-1.979972, -3.168133, -1.355224], [-1.052401, -3.790506, -0.425766], [-0.649410, -5.140005, -0.748229], [0.067685, -5.776376, 0.446446], [1.209243, -5.037530, 0.966979], [2.244250, -4.801000, -0.026784], [3.878984, -4.455205, 1.329436], [4.104059, -3.790614, -0.282862], [3.775312, -1.920292, 1.172962], [2.435113, -2.670637, 2.018247], [1.496297, -1.163611, 0.649625], [2.640747, -2.414494, -1.735649], [3.340168, -0.957268, -1.043495], [1.761022, -0.419131, -2.847529], [1.270482, 0.283222, -1.300761], [-0.671357, -0.559138, -1.929146], [0.671726, -3.069367, -2.648909], [0.089012, -1.968997, -3.889384], [-1.404337, -3.951641, -3.299198], [-2.208606, -2.394993, -3.346067], [-2.904574, -3.757675, -1.374277], [-2.239521, -2.189658, -0.950275], [-0.245769, -3.176606, -0.306730], [-0.017025, -5.216223, -1.650045], [-1.551185, -5.727963, -0.959136], [0.406559, -6.782079, 0.167489], [-0.653146, -5.881755, 1.260873], [0.881187, -4.142767, 1.318064], [1.849206, -4.324385, -0.934360], [2.647792, -5.775037, -0.330304], [-0.298408, 6.208485, -1.151003], [-1.367934, 5.701689, -2.108810], [-0.827229, 5.794853, -3.529213], [-1.780037, 5.167645, -4.528787], [-2.001395, 3.730896, -4.158072], [-2.213077, 2.762298, -5.112526], [-2.448198, 1.450678, -4.720906], [-2.659328, 0.521935, -5.692238], [-2.484894, 1.085418, -3.408907], [-2.260837, 2.053277, -2.421924], [-2.331562, 1.624773, -0.999962], [-2.502903, 0.424949, -0.761658], [-2.222157, 2.698313, -0.044595], [-1.939291, 3.940771, -0.508334], [-1.767161, 4.313135, -1.802794], [-1.995941, 3.372775, -2.794991], [-2.332380, 2.584756, 1.488621], [-2.284587, 3.650905, 2.116994], [-2.492156, 1.424236, 1.955085], [0.007239, 7.208150, -1.466372], [0.571539, 5.550848, -1.200651], [-0.632953, 6.273928, -0.118849], [-2.261573, 6.334754, -2.027502], [0.140112, 5.284631, -3.565610], [-0.656264, 6.849205, -3.756050], [-1.393199, 5.238494, -5.547150], [-2.735349, 5.705897, -4.509894], [-2.205634, 3.013563, -6.166351], [-2.689641, 0.068731, -3.102149], [-1.825066, 4.705285, 0.246013], [1.739575, 0.610833, 4.364094], [1.601366, 0.396750, 3.150113], [1.046650, -0.611142, 2.621735], [2.218833, 1.387195, 2.174367], [3.398874, 1.958661, 2.527376], [4.088525, 2.814622, 1.640317], [3.565795, 3.108399, 0.405283], [2.350641, 2.560485, 0.021758], [1.579763, 1.660776, 0.882389], [0.482616, 1.173265, 0.564307], [1.880345, 2.961398, -1.282848], [2.546351, 3.790113, -1.915368], [0.832989, 2.518237, -1.725738], [5.351645, 3.385535, 2.017386], [5.817587, 3.100335, 3.114030], [5.929021, 4.130507, 1.228873], [3.802181, 1.746303, 3.507294], [4.092317, 3.764920, -0.267169], [-4.534473, -0.629089, 2.817573], [-3.939859, -1.250919, 3.358336], [-4.519744, -1.000760, 1.872434], [-4.011185, 0.246055, 2.750495], [0.578756, -0.677257, 7.777291], [-0.472236, -1.958030, 6.512647], [-1.023377, -3.129581, 6.999107], [-1.701577, -3.951219, 6.111595], [-1.798777, -3.551517, 4.788234], [-1.274752, -2.422371, 4.322927], [-0.610482, -1.631872, 5.165977], [-0.922067, -3.395724, 8.043290], [-2.144207, -4.882926, 6.439796], [-2.320534, -4.168044, 4.061986], [-0.135718, -0.745983, 4.756895]],
  "forces_ev_per_a": [[0.0, -0.1, 0.0], [0.0, 0.0, 0.0], [0.0, 0.0, 0.0], [0.0, 0.0, -0.1], [0.0, 0.0, 0.0], [0.0, 0.0, 0.0], [0.0, 0.0, 0.0], [0.0, 0.0, 0.0], [0.0, 0.0, 0.0], [0.0, 0.0, 0.0], [0.0, 0.0, 0.0], [0.0, 0.0, 0.0], [0.0, 0.0, 0.0], [0.0, 0.0, 0.0], [0.0, 0.0, 0.0], [0.0, 0.0, 0.0], [0.0, 0.0, 0.0], [0.0, 0.0, 0.0], [0.0, 0.0, 0.0], [0.0, -0.1, 0.2], [0.0, 0.0, 0.0], [0.0, 0.0, 0.0], [0.0, 0.0, 0.0], [0.0, -0.1, -0.1], [0.0, 0.0, 0.0], [0.0, 0.0, 0.0], [0.0, 0.0, 0.0], [0.0, 0.0, 0.0], [0.0, 0.0, 0.0], [0.0, 0.0, 0.0], [0.0, 0.0, 0.0], [0.0, 0.0, 0.0], [0.0, 0.0, 0.0], [0.0, 0.0, 0.0], [0.0, 0.0, 0.0], [0.0, 0.0, 0.0], [0.0, 0.0, 0.0], [0.0, 0.0, 0.0], [0.0, 0.0, 0.0], [0.1, 0.0, 0.0], [0.0, 0.0, 0.0], [0.0, 0.0, 0.0], [0.0, 0.0, 0.0], [0.0, 0.0, 0.0], [0.0, 0.0, 0.0], [0.0, 0.0, 0.0], [0.0, 0.0, 0.0], [0.0, 0.0, 0.0], [0.0, 0.0, 0.0], [0.0, -0.1, 0.0], [0.0, 0.1, -0.1], [0.1, 0.1, 0.0], [0.1, 0.0, 0.0], [0.0, 0.0, 0.0], [0.0, 0.0, 0.0], [-0.1, 0.0, -0.1], [0.0, 0.0, -0.1], [0.0, 0.0, 0.1], [0.0, 0.0, 0.0], [0.0, 0.0, 0.0], [0.0, 0.0, 0.0], [0.0, 0.0, 0.0], [0.0, 0.0, 0.0], [0.0, 0.0, 0.0], [0.0, 0.0, 0.0], [0.0, 0.0, 0.0], [0.0, 0.0, 0.0], [0.0, 0.0, 0.0], [0.0, 0.0, 0.0], [0.0, 0.0, 0.0], [0.0, 0.0, 0.1], [0.0, -0.1, 0.2], [0.0, 0.0, -0.1], [0.0, 0.0, 0.0], [0.0, 0.0, 0.0], [0.0, 0.0, 0.0], [0.0, -0.1, 0.0], [0.1, 0.0, 0.0], [-0.1, 0.2, -0.1], [-0.1, 0.3, 0.1], [0.0, 0.0, 0.0], [0.0, 0.0, 0.0], [0.1, 0.0, 0.0], [0.0, 0.0, 0.0], [0.0, 0.0, 0.0], [0.0, 0.0, 0.0], [0.0, 0.0, 0.0], [0.0, 0.0, 0.0], [0.0, 0.0, 0.0], [0.0, 0.0, 0.0], [0.0, 0.0, 0.0], [0.0, 0.0, 0.0], [0.0, 0.0, 0.0], [0.0, 0.0, 0.0], [0.0, 0.0, 0.0], [0.0, 0.0, 0.0], [0.0, 0.0, 0.1], [0.1, -0.1, 0.0], [0.0, 0.0, 0.0], [0.0, 0.0, 0.0], [0.0, 0.0, 0.0], [0.0, 0.0, 0.0]],
  "e_homo_ev": -3.07,
  "e_tot_ha": -3213.5107,
  "charge": -2
}



Entry 3:
{
  "formula": "C3H3InLiO",
  "method": "the ωB97M-V functional and the def2-TZVPD basis",
  "species": ["C", "O", "C", "C", "In", "H", "H", "H", "Li"],
  "positions_angstrom": [[-0.840642, -0.307785, 0.511524], [0.590737, 1.522668, 0.033418], [-0.606498, 1.043028, 0.240228], [-1.450920, -1.243568, -0.202285], [4.912436, -0.066844, -0.211607], [-1.387769, 1.749093, 0.582748], [-2.246865, -1.863688, 0.232796], [-1.133359, -1.518010, -1.217636], [2.162881, 0.685103, 0.030815]],
  "forces_ev_per_a": [[-1.7, -0.6, -2.1], [-3.5, -1.3, 0.2], [4.4, 2.1, 1.8], [0.2, -0.5, 1.0], [0.3, -0.1, 0.0], [0.0, -0.2, -0.9], [0.5, -0.1, 0.0], [-0.2, 0.4, 0.2], [0.1, 0.1, 0.0]],
  "e_homo_ev": [-13.51, -10.01],
  "e_tot_ha": -388.6374,
  "charge": 1
}



Entry 4:
{
  "formula": "C23H34N4ORbV",
  "method": "the ωB97M-V functional and the def2-TZVPD basis",
  "species": ["N", "C", "O", "Rb", "V", "N", "N", "C", "C", "C", "C", "C", "C", "C", "C", "H", "H", "H", "H", "H", "H", "H", "H", "H", "H", "H", "H", "H", "H", "H", "H", "H", "H", "C", "H", "H", "H", "C", "H", "H", "H", "C", "C", "C", "C", "C", "C", "N", "C", "C", "C", "C", "C", "C", "H", "H", "H", "H", "H", "H", "H", "H", "H", "H"],
  "positions_angstrom": [[-1.863785, -0.273948, -0.102921], [-2.743162, -1.188960, -0.022968], [-3.562703, -2.033234, 0.078215], [-0.771937, 3.319022, 0.867447], [-0.006021, 0.222756, -0.215707], [-0.075427, 2.106301, -0.816316], [0.808386, -1.158334, -1.148814], [-0.813477, 2.594240, -2.039643], [0.331506, -2.282193, -1.981859], [-0.583352, 4.106185, -2.213286], [-0.319786, 1.878038, -3.295205], [-2.301394, 2.312842, -1.844984], [-0.092220, -3.436136, -1.071862], [1.421258, -2.779848, -2.936414], [-0.864530, -1.851350, -2.819601], [-1.102590, 4.720886, -1.456131], [-0.995268, 4.412372, -3.184150], [0.486469, 4.362470, -2.211428], [0.729381, 2.120897, -3.511876], [-0.926014, 2.195814, -4.157902], [-0.409402, 0.786658, -3.194992], [-2.492709, 1.252395, -1.636647], [-2.829000, 2.580826, -2.770406], [-2.754785, 2.912016, -1.036409], [0.760229, -3.814152, -0.495714], [-0.491293, -4.256344, -1.684064], [-0.871992, -3.119654, -0.366234], [2.257413, -3.249890, -2.406014], [1.807111, -1.959727, -3.554251], [0.990388, -3.534489, -3.606312], [-1.195552, -2.715821, -3.411587], [-0.586970, -1.057486, -3.521477], [-1.711801, -1.525287, -2.211992], [1.382196, 2.294727, -0.871456], [1.890273, 1.348378, -0.593831], [1.728423, 2.578312, -1.880051], [1.747888, 3.086402, -0.181452], [2.182539, -1.286298, -0.648484], [2.325189, -0.669565, 0.251553], [2.418118, -2.325861, -0.368230], [2.929122, -0.963239, -1.395091], [0.907469, 3.366296, 3.969468], [1.860561, 3.003748, 3.011829], [1.766644, 1.768976, 2.372744], [0.658286, 0.937635, 2.641111], [-0.191875, 1.222750, 3.724834], [-0.099724, 2.469799, 4.343232], [0.298048, -0.061922, 1.697021], [-0.069845, -1.343663, 2.219442], [0.888928, -2.371946, 2.270527], [0.500283, -3.655682, 2.645854], [-0.827010, -3.910052, 3.009679], [-1.762618, -2.871056, 3.026620], [-1.384481, -1.588227, 2.640315], [0.977956, 4.340972, 4.461053], [2.693482, 3.674171, 2.777602], [2.539408, 1.411023, 1.683038], [-0.936955, 0.488397, 4.033619], [-0.805682, 2.730148, 5.135268], [1.928202, -2.137984, 2.023125], [1.239518, -4.459733, 2.659467], [-1.130878, -4.918866, 3.293494], [-2.793332, -3.053550, 3.335367], [-2.087133, -0.750926, 2.693859]],
  "forces_ev_per_a": [[-0.6, -2.1, -0.3], [0.8, 0.5, 0.3], [2.1, 2.4, -0.4], [-2.2, 3.9, 5.1], [-1.9, -1.8, 1.8], [2.4, -5.6, -4.1], [-0.3, 1.7, 0.9], [-0.3, 0.2, 0.0], [-0.6, -0.5, -0.6], [0.0, 0.2, 0.0], [0.2, -0.2, -0.2], [-0.3, 0.0, -0.1], [0.0, -0.1, 0.4], [0.3, 0.2, -0.1], [-0.2, -0.1, -0.3], [0.2, -0.2, -0.3], [0.1, -0.1, 0.3], [-0.3, 0.0, 0.0], [-0.3, -0.1, -0.1], [0.3, -0.1, 0.3], [0.0, 0.4, 0.0], [0.0, 0.4, -0.2], [0.1, 0.0, 0.3], [0.1, -0.2, -0.3], [-0.2, 0.0, -0.1], [0.2, 0.2, 0.2], [0.1, -0.1, -0.1], [-0.2, 0.1, -0.1], [0.0, -0.2, 0.1], [0.1, 0.2, 0.2], [0.0, 0.3, 0.2], [-0.1, -0.2, 0.1], [0.2, 0.0, -0.2], [0.1, 0.6, -0.5], [0.3, 0.3, 0.1], [0.0, -0.4, 0.5], [-0.2, -0.5, -0.1], [0.6, -0.1, 0.2], [0.1, -0.2, -0.2], [-0.2, 0.3, 0.0], [-0.4, -0.1, 0.1], [0.1, 0.3, -0.1], [0.2, 0.0, 0.3], [-0.5, -0.2, -0.2], [0.0, 0.7, -0.3], [-0.1, 0.3, -0.2], [0.2, -0.3, 0.1], [0.6, 0.5, -1.6], [-0.1, -1.0, 0.0], [-0.2, 0.4, -0.1], [-0.1, 0.0, 0.2], [0.1, 0.1, -0.1], [0.1, 0.0, 0.0], [0.2, 0.1, 0.0], [0.0, -0.4, -0.2], [-0.3, -0.3, 0.2], [-0.4, 0.3, 0.1], [0.1, 0.4, -0.1], [0.3, -0.1, -0.2], [-0.4, -0.2, 0.1], [-0.3, 0.3, 0.1], [0.1, 0.3, -0.1], [0.3, 0.0, 0.0], [0.1, -0.4, -0.2]],
  "e_homo_ev": [-14.64, -14.65],
  "e_tot_ha": -2158.5523,
  "charge": 2
}